No. 1
Molecular formula: C21H60AlBrFIO16P
Method: DFT, ωB97M-V with the def2-TZVPD basis set

Its HOMO energy is -4.0 eV.

```
! wB97M-V def2-TZVPD RIJCOSX def2/J DEFGRID3
* xyz -1 1
C 0.8800 -1.9812 -0.3298
C 0.9578 -0.9987 0.5617
C 1.3909 0.4689 0.2659
C 2.0921 0.9070 1.5825
C 3.3051 0.0455 1.8484
O 4.2925 0.0641 1.2026
Br 3.2382 -1.1216 3.4323
O 2.3043 0.3983 -0.7810
Al 1.4867 0.7372 -2.3441
P 3.0470 1.6423 -3.8931
O 4.3858 2.2127 -3.0420
I 3.8775 -0.5053 -4.8112
O 0.3274 1.8145 -1.5167
C 0.2181 1.4840 -0.1607
C -1.2038 0.9066 0.0739
O -2.1296 1.2861 -0.9515
C -3.1333 0.3042 -1.1085
C 0.3386 2.8483 0.5737
C -0.7272 3.8431 0.1484
F 1.5805 3.4028 0.2404
H 1.0830 -2.9967 -0.0019
H 0.6243 -1.8521 -1.3729
H 0.7654 -1.2470 1.6061
H 1.3979 0.7734 2.4113
H 2.4764 1.9234 1.5178
H 0.6361 -0.4404 -2.9884
H 5.0649 1.5237 -3.0182
H -1.6029 1.2801 1.0308
H -1.1799 -0.1827 0.1180
H -2.7649 -0.4841 -1.7738
H -3.4303 -0.1529 -0.1600
H -4.0303 0.7513 -1.5440
H 0.3129 2.7213 1.6630
H -0.7799 4.6258 0.9127
H -1.7198 3.4129 0.0724
H -0.4047 4.3296 -0.7685
C -2.1353 -4.0037 -0.1830
O -3.0641 -2.9454 0.0214
H -1.1368 -3.6145 -0.0115
H -2.3212 -4.8167 0.5242
H -2.1988 -4.3827 -1.2092
H -3.9417 -3.3075 -0.1225
C 5.1956 -2.7605 -1.2736
O 3.9353 -2.5075 -0.6740
H 5.2015 -3.8093 -1.5740
H 5.3420 -2.1387 -2.1615
H 6.0263 -2.5958 -0.5787
H 3.8960 -1.5782 -0.4128
C -2.1876 -4.5265 3.6461
O -1.0014 -4.1059 2.9802
H -3.0328 -4.0687 3.1442
H -2.2977 -5.6147 3.5956
H -2.1734 -4.2061 4.6941
H -0.2462 -4.5047 3.4211
C -4.4414 4.7077 0.5255
O -3.6084 4.3855 1.6308
H -3.8944 4.4788 -0.3863
H -5.3582 4.1162 0.5546
H -4.6966 5.7706 0.5305
H -4.1054 4.5954 2.4280
C -7.4000 4.0996 3.5086
O -6.9923 4.9998 2.4835
H -6.6551 4.1486 4.2993
H -8.3712 4.3826 3.9231
H -7.4516 3.0729 3.1374
H -7.6448 4.9609 1.7787
C -3.1009 3.6647 5.7190
O -1.9106 3.6109 4.9483
H -2.8271 3.5113 6.7602
H -3.5848 4.6422 5.6212
H -3.7978 2.8770 5.4160
H -2.1518 3.7434 4.0256
C 1.8726 -5.1750 -1.9400
O 2.0381 -3.9209 -2.5685
H 0.9164 -5.5818 -2.2666
H 2.6661 -5.8772 -2.2214
H 1.8586 -5.0760 -0.8490
H 2.8762 -3.5435 -2.2709
C 7.7354 1.0505 0.9119
O 6.8976 2.1934 0.8431
H 8.7412 1.3866 1.1582
H 7.3923 0.3607 1.6884
H 7.7641 0.5261 -0.0479
H 6.0081 1.8916 0.6225
C -5.0769 -5.8740 1.0873
O -4.6359 -4.7356 1.8234
H -4.2043 -6.3042 0.6023
H -5.5233 -6.6241 1.7457
H -5.8065 -5.5955 0.3213
H -5.4086 -4.3542 2.2520
C -2.0494 1.6278 -5.0171
O -1.1381 1.2785 -3.9980
H -1.5973 1.3561 -5.9697
H -2.9975 1.0857 -4.9136
H -2.2570 2.7044 -5.0242
H -1.5051 1.5125 -3.1328
C 7.9118 0.2917 -5.4798
O 7.3202 1.2319 -4.5980
H 8.0758 -0.6233 -4.9155
H 7.2507 0.0690 -6.3218
H 8.8745 0.6505 -5.8589
H 7.1560 2.0427 -5.0877
*
```

Here are the Löwdin charges for atoms 1 to 5, given in e: 0.013, -0.103, -0.414, -0.111, -0.763

=====

No. 2
Molecular formula: C21H60N6O9
Method: DFT, ωB97M-V with the def2-TZVPD basis set

Its HOMO energy is -8.5 eV. For the energy relative to the best compared isomer or geometry (same formula, charge and spin), the calculation gives 1011.8 kJ/mol.

```
! wB97M-V def2-TZVPD RIJCOSX def2/J DEFGRID3
* xyz 0 1
N -20.2160 -14.8680 -3.8960
C -19.2940 -15.7590 -4.2240
N -19.0910 -16.5550 -3.2010
O -18.7250 -15.8330 -5.4850
H -20.5130 -14.2960 -4.7030
H -20.2810 -14.4120 -3.0390
H -18.4650 -17.3120 -3.4150
H -19.6350 -16.4330 -2.2650
N -20.7520 -16.3420 -0.9960
C -21.7230 -16.9300 -1.6100
N -21.9010 -16.6140 -2.8810
O -22.3640 -18.0290 -1.0890
H -20.6460 -16.6270 0.0140
H -20.4040 -15.3440 -1.2640
H -21.1160 -16.1500 -3.3780
H -22.8180 -16.7730 -3.3750
N -19.0560 -12.2560 -0.1110
C -19.9690 -13.1920 -0.2090
N -20.3820 -13.5950 0.9410
O -20.2900 -13.7560 -1.3640
H -18.3420 -12.1220 -0.8790
H -18.9850 -11.6040 0.6700
H -21.1770 -14.1840 0.8840
H -20.4310 -12.9760 1.7650
C -22.9290 -16.3220 -8.0180
C -21.8080 -16.3480 -7.0940
C -21.6010 -17.7890 -6.8760
O -20.7060 -16.0110 -7.5920
H -23.8770 -16.4840 -7.5410
H -22.8270 -16.9950 -8.8780
H -23.0150 -15.3230 -8.3540
H -22.0580 -15.9510 -6.0870
H -22.4940 -18.2010 -6.4500
H -20.9550 -17.8870 -6.1260
H -21.2740 -18.4040 -7.7220
H -19.9900 -16.3310 -7.0270
C -24.1340 -16.7480 3.1220
C -23.1770 -15.8990 2.3440
C -23.9420 -14.7270 1.7620
O -22.2250 -15.4080 3.0200
H -23.6690 -17.6760 3.2030
H -25.0380 -16.9400 2.5290
H -24.4050 -16.4020 4.1590
H -22.6560 -16.3980 1.5650
H -23.2880 -14.0210 1.2620
H -24.5910 -14.1340 2.4180
H -24.5250 -15.1210 0.9660
H -22.5470 -15.0740 3.8790
C -20.2300 -19.4530 -4.0800
C -19.6590 -20.3890 -3.0600
C -18.5770 -21.5310 -3.3320
O -19.5010 -19.9100 -1.9610
H -20.5720 -20.0650 -4.8820
H -19.3490 -18.8270 -4.3000
H -21.0120 -18.8050 -3.9280
H -20.5440 -20.9630 -2.8540
H -18.4260 -22.0650 -2.4440
H -17.6200 -21.1340 -3.6930
H -18.8910 -22.2520 -4.0640
H -20.3040 -19.5290 -1.5990
C -20.8870 -19.0280 1.8530
C -19.8090 -17.9910 1.9210
C -18.6480 -18.3780 1.0350
O -20.1290 -16.8090 1.6350
H -20.5220 -20.0860 1.9270
H -21.3700 -19.0470 0.8520
H -21.6540 -18.7020 2.6040
H -19.3260 -17.9550 2.9150
H -18.5280 -19.4500 1.1820
H -17.7140 -17.9410 1.3440
H -18.8600 -18.1810 -0.0530
H -20.5640 -16.4840 2.3940
C -17.3040 -15.4470 -1.1000
C -17.0920 -15.0940 0.3320
C -15.8490 -15.6930 0.9700
O -16.9680 -13.8530 0.6160
H -18.0900 -14.9120 -1.6190
H -17.6350 -16.5090 -1.0520
H -16.3870 -15.3410 -1.6320
H -17.9940 -15.3750 0.8460
H -14.8860 -15.2590 0.7310
H -15.7210 -16.7150 0.6150
H -16.1440 -15.8250 2.0330
H -17.8210 -13.4370 0.4240
C -23.8920 -12.9450 -1.2290
C -23.5880 -12.8600 -2.6960
C -24.1100 -14.0490 -3.4790
O -24.1380 -11.8500 -3.3040
H -24.9610 -13.0040 -1.0810
H -23.6340 -12.0640 -0.8050
H -23.4560 -13.9270 -0.9970
H -22.5030 -12.9190 -2.8220
H -23.7500 -14.0830 -4.5420
H -25.1360 -14.0830 -3.5550
H -23.8220 -15.0100 -2.9660
H -23.9490 -11.9020 -4.2420
*
```

Here are the Löwdin charges for atoms 1 to 5, given in e: 0.134, -0.562, 0.156, -0.105, 0.153

=====

No. 3
Molecular formula: C21H63N21O42
Method: DFT, ωB97M-V with the def2-TZVPD basis set

Its HOMO energy is -10.6 eV. For the energy relative to the best compared isomer or geometry (same formula, charge and spin), the calculation gives 132.3 kJ/mol.

```
! wB97M-V def2-TZVPD RIJCOSX def2/J DEFGRID3
* xyz 0 1
C -4.1892 1.7867 0.8288
N -5.1536 1.2031 -0.2031
O -4.9502 0.1032 -0.6511
O -6.0120 2.0074 -0.5716
H -4.6477 1.6161 1.8029
H -4.0412 2.8406 0.5931
H -3.2801 1.2333 0.5934
C 1.8881 1.2894 5.5892
N 1.0191 1.2626 4.3626
O 1.0297 0.2474 3.6815
O 0.2967 2.2398 4.2336
H 2.9266 1.5411 5.3739
H 1.6487 0.3303 6.0483
H 1.4695 2.0710 6.2233
C -3.4486 -5.5505 -0.8284
N -4.3081 -6.3674 -1.7499
O -3.8723 -7.1062 -2.6036
O -5.5361 -6.2118 -1.6044
H -3.5126 -5.8937 0.2041
H -3.6889 -4.4992 -0.9871
H -2.4542 -5.8909 -1.1174
C -1.6085 1.0868 -8.5337
N -2.5988 0.8164 -7.4455
O -2.3030 0.8297 -6.2880
O -3.7331 0.6788 -7.7830
H -1.8877 1.0315 -9.5859
H -0.7088 0.4776 -8.4467
H -1.1929 2.0915 -8.4561
C 4.2625 4.9763 2.4530
N 3.5006 3.7039 2.3084
O 4.0715 2.6625 1.8783
O 2.3006 3.7093 2.4949
H 3.9611 5.4718 1.5301
H 5.3129 4.7088 2.3378
H 4.1698 5.4616 3.4246
C -2.4606 -1.2535 -3.8684
N -1.3844 -1.9537 -3.1556
O -1.7227 -2.9887 -2.5508
O -0.2611 -1.5426 -3.3798
H -3.3686 -1.1730 -3.2707
H -2.7002 -1.8127 -4.7728
H -1.9965 -0.2738 -3.9817
C -5.0197 -2.8826 1.0272
N -5.6992 -2.3093 2.2162
O -6.6944 -2.9688 2.5844
O -5.2339 -1.2275 2.6776
H -5.6681 -3.2585 0.2358
H -4.4543 -3.6994 1.4758
H -4.3784 -2.1771 0.4989
C 4.2774 0.4390 -0.7487
N 5.6440 0.8818 -1.0411
O 5.8251 1.5120 -2.0621
O 6.5284 0.6547 -0.2853
H 3.7261 1.2939 -0.3571
H 4.1964 -0.3206 0.0289
H 3.8182 0.1296 -1.6876
C 1.6679 -6.6450 -0.1709
N 0.8060 -7.7125 -0.8187
O 1.3455 -8.7800 -0.9554
O -0.3584 -7.4264 -1.1254
H 1.3659 -5.6441 -0.4793
H 2.7001 -6.7528 -0.5042
H 1.7042 -6.7913 0.9086
C -0.5572 4.6955 0.8776
N -0.6401 6.1960 1.0791
O -0.8585 6.8428 0.0564
O -0.4416 6.5635 2.1959
H 0.3609 4.5125 0.3193
H -1.5142 4.3539 0.4833
H -0.5743 4.2855 1.8874
C -3.8008 2.3044 -3.4840
N -3.2241 3.2777 -2.4296
O -4.0090 3.8367 -1.7169
O -2.0646 3.3307 -2.2030
H -4.8710 2.4880 -3.5791
H -3.6667 1.3369 -3.0001
H -3.1337 2.3684 -4.3436
C 1.8852 -4.0376 -3.7257
N 1.5712 -4.7920 -4.9641
O 0.6948 -5.6640 -4.9942
O 2.2547 -4.5525 -5.9758
H 1.8227 -2.9654 -3.9115
H 2.8739 -4.4346 -3.4955
H 1.2466 -4.2099 -2.8593
C 3.5099 -3.8857 1.3214
N 4.0929 -3.6837 -0.0256
O 5.1281 -2.9897 -0.1019
O 3.4779 -4.1177 -0.9627
H 2.4559 -4.1579 1.2672
H 3.4631 -2.9786 1.9239
H 4.1162 -4.6780 1.7604
C 5.2480 -0.1145 3.2046
N 6.1086 0.9512 3.7470
O 7.3364 0.6750 3.7709
O 5.5575 1.8191 4.4279
H 4.1856 0.0792 3.0570
H 5.4294 -0.9412 3.8915
H 5.6959 -0.2971 2.2277
C -0.1493 -0.6072 0.3467
N -0.9004 0.6097 -0.2430
O -0.8994 1.5669 0.4671
O -1.2972 0.6161 -1.3997
H 0.4060 -0.3731 1.2550
H 0.4035 -1.1047 -0.4502
H -0.8130 -1.4549 0.5172
C 0.9026 5.8004 4.3941
N 1.5581 5.0076 5.5024
O 0.8223 4.5272 6.3448
O 2.7454 4.8633 5.4697
H 0.1908 6.5619 4.7129
H 0.4532 5.0433 3.7516
H 1.6012 6.4423 3.8575
C -0.9638 -4.6411 3.3884
N -1.0223 -4.0332 2.0317
O 0.1137 -3.6918 1.5478
O -2.1268 -3.9175 1.4830
H -0.9833 -5.7139 3.1966
H -1.9195 -4.2787 3.7671
H -0.1600 -4.2393 4.0053
C -4.3562 6.4030 4.2907
N -4.2764 5.4140 3.1267
O -3.1536 5.1727 2.7241
O -5.3699 5.0455 2.6778
H -4.0915 5.8378 5.1844
H -5.3878 6.7458 4.3702
H -3.6195 7.2055 4.2542
C -2.0485 0.2679 4.8507
N -1.9247 -0.7421 3.8265
O -2.0169 -0.3977 2.6843
O -1.8211 -1.8564 4.1710
H -1.6333 1.2244 4.5334
H -1.7064 -0.0549 5.8339
H -3.1217 0.2180 5.0346
C 4.8595 0.0176 -5.0650
N 5.1123 -1.2520 -4.1429
O 6.0107 -2.0012 -4.3934
O 4.3760 -1.4547 -3.1703
H 5.5226 0.8331 -4.7762
H 3.8923 0.3891 -4.7265
H 4.8942 -0.3845 -6.0775
C 0.6149 1.7706 -3.7519
N 1.1544 2.1381 -5.0757
O 0.6431 3.0067 -5.7600
O 2.1535 1.4904 -5.4115
H 0.9773 2.4706 -2.9991
H 0.6676 0.7118 -3.4986
H -0.4070 2.1052 -3.9302
*
```

Here are the Löwdin charges for atoms 1 to 5, given in e: 0.068, -0.418, 0.041, 0.053, 0.101

=====

No. 4
Molecular formula: C21H64AsF6N2O21S7
Method: DFT, ωB97M-V with the def2-TZVPD basis set

Its HOMO energy is -11.8 eV. For the energy relative to the best compared isomer or geometry (same formula, charge and spin), the calculation gives 90.4 kJ/mol.

```
! wB97M-V def2-TZVPD RIJCOSX def2/J DEFGRID3
* xyz 1 1
N -3.1731 3.7116 -3.5292
H -3.8015 4.0596 -2.8191
H -3.6415 3.0695 -4.1524
H -2.3566 3.2730 -3.1278
H -2.9105 4.5722 -3.9879
N -7.0049 0.0656 -2.5160
H -7.5222 0.8515 -2.1486
H -7.2107 0.0311 -3.5042
H -7.2092 -0.7109 -1.9034
H -6.0712 0.3560 -2.2630
As -0.5589 -0.9300 -1.1865
F -2.3210 -0.5995 -0.7794
F -1.0789 -1.1445 -2.9178
F 1.1808 -1.0793 -1.6549
F -0.2544 -0.6564 0.5918
F -0.6996 -2.7185 -0.9356
F -0.3729 0.7716 -1.3512
O -0.6771 6.6165 4.0030
S -1.8712 6.3365 3.1881
O -3.1218 7.0669 3.3300
O -1.3974 6.4331 1.5461
C -0.3218 7.2966 1.3340
C 0.0629 7.1990 -0.1725
C -2.1850 4.4756 3.1302
H 0.5055 7.0224 1.9885
H -0.7295 8.2568 1.6501
H -0.7586 7.5650 -0.7884
H 0.1498 6.1583 -0.4849
H 0.9453 7.7328 -0.5251
H -2.9197 4.3473 2.3354
H -2.5450 4.0174 4.0513
H -1.2338 3.9922 2.9071
O 5.7369 6.3373 2.2605
S 5.9390 5.0404 2.9012
O 5.6158 4.9347 4.3086
O 5.1363 3.9063 2.0335
C 4.5349 2.8359 2.7412
C 5.4498 2.0428 3.7856
C 7.6411 4.3985 2.5963
H 4.0314 2.1331 2.0774
H 3.6371 3.2316 3.2160
H 4.7909 1.2321 4.0966
H 5.8807 2.6902 4.5493
H 6.3459 1.5661 3.3883
H 8.2389 5.0465 3.2373
H 7.8911 4.6800 1.5734
H 7.7605 3.3292 2.7710
O -2.3066 -1.4663 7.0547
S -0.9040 -1.9114 6.8442
O 0.1439 -0.9673 6.3968
O -0.5275 -2.6201 8.2644
C 0.8670 -2.4954 8.6001
C 1.0492 -2.5879 10.0904
C -0.8331 -3.4832 5.7203
H 1.3108 -1.5419 8.3137
H 1.4521 -3.2425 8.0638
H 0.3603 -1.9140 10.5996
H 2.1326 -2.5385 10.1996
H 0.9457 -3.5872 10.5134
H -1.1320 -3.1867 4.7149
H -1.4080 -4.3309 6.0931
H 0.2071 -3.7973 5.8074
O 5.0851 -6.2135 2.2196
S 5.7480 -6.0997 0.9622
O 7.0716 -6.7717 0.6855
O 4.6584 -6.7305 -0.1892
C 3.2582 -6.2184 -0.1262
C 2.2681 -7.2885 -0.6010
C 5.8352 -4.3172 0.4183
H 3.3315 -5.3888 -0.8293
H 3.0146 -5.8125 0.8556
H 1.5620 -6.8055 -1.2764
H 1.6698 -7.6202 0.2476
H 2.6509 -8.2643 -0.9000
H 6.7900 -4.0686 -0.0450
H 5.7504 -3.7014 1.3137
H 5.1089 -4.1667 -0.3805
O -6.2879 -3.4143 3.4006
S -7.5272 -2.8014 3.0245
O -8.1358 -2.9370 1.6719
O -8.6276 -3.1711 4.2562
C -8.2423 -3.5025 5.6044
C -9.0442 -4.7678 6.0359
C -7.4507 -1.0534 3.4349
H -8.5300 -2.5965 6.1378
H -7.1594 -3.5944 5.6872
H -10.0277 -5.0038 5.6295
H -9.2528 -4.6161 7.0949
H -8.5536 -5.7199 5.8334
H -6.5967 -0.6302 2.9060
H -7.1730 -1.0384 4.4888
H -8.4218 -0.6499 3.1481
O -2.4384 -4.4707 -10.6880
S -2.2191 -4.8084 -9.3036
O -2.2337 -6.1130 -8.6514
O -0.8065 -4.0875 -8.8800
C -0.1271 -4.4714 -7.7071
C 1.0511 -5.3369 -8.0742
C -3.2403 -3.7201 -8.2619
H -0.8413 -4.8585 -6.9804
H 0.1885 -3.6371 -7.0806
H 1.8450 -5.4441 -7.3351
H 1.5843 -5.0019 -8.9639
H 0.7010 -6.3440 -8.3009
H -2.8221 -3.6482 -7.2579
H -4.2359 -4.1565 -8.1814
H -3.3335 -2.7792 -8.8042
O 2.3078 4.3159 -8.0458
S 3.6190 4.1302 -7.4590
O 4.6107 3.3426 -8.0693
O 4.3234 5.5767 -7.0561
C 3.4837 6.6046 -6.5906
C 4.3612 7.8999 -6.5882
C 3.3118 3.4249 -5.7612
H 3.0964 6.4555 -5.5827
H 2.5995 6.6142 -7.2279
H 3.8523 8.8146 -6.2839
H 4.9779 7.9954 -7.4819
H 5.0187 7.5679 -5.7847
H 4.0808 3.8352 -5.1065
H 3.3219 2.3367 -5.8222
H 2.3064 3.7539 -5.4987
*
```

Here are the Löwdin charges for atoms 1 to 5, given in e: 0.359, 0.156, 0.156, 0.164, 0.162

=====

Among the records above, which one has the lowest HOMO energy?
C21H64AsF6N2O21S7